C10H8F4N3 | the ωB97M-V functional and the def2-TZVPD basis

XYZ file:
```
25
Properties=species:S:1:pos:R:3:forces:R:3
F 1.91622 -3.14068 0.77923 -0.014 -0.167 -0.005
C 1.51026 -1.89789 1.05668 0.251 -0.104 0.038
F 0.17127 -1.88629 1.18500 -0.351 0.054 -0.025
C 1.92663 -1.00395 -0.12143 -0.115 0.106 0.165
F 1.53124 -1.55466 -1.27771 -0.156 -0.105 -0.207
F 3.27537 -0.97071 -0.10820 0.306 -0.009 -0.058
C 1.48257 0.43319 -0.03883 0.420 0.241 0.031
C 2.32969 1.48810 0.10627 -0.093 -0.688 -0.085
N 1.55967 2.60720 0.14944 -0.051 0.431 0.148
C 0.27694 2.27648 0.04778 0.235 -0.324 -0.172
N 0.20546 0.95393 -0.08499 -0.314 0.152 0.104
C -1.05263 0.26937 -0.24337 -0.835 -0.386 -0.033
C -1.30858 -0.49681 -1.36616 0.423 0.098 -0.163
C -2.53978 -1.12677 -1.48872 0.030 0.443 0.465
N -3.50306 -1.00892 -0.57459 0.268 0.041 -0.149
C -3.24253 -0.25240 0.48613 -0.027 -0.005 0.210
C -2.04104 0.40707 0.71904 0.315 -0.065 -0.405
H 1.96482 -1.56544 1.98908 0.078 0.088 0.074
H 3.39783 1.48067 0.16844 0.195 0.147 0.043
H 1.92072 3.54388 0.25168 -0.113 0.095 -0.001
H -0.56535 2.93801 0.03895 -0.142 0.166 -0.011
H -0.57062 -0.60187 -2.14486 0.076 -0.032 -0.084
H -2.73960 -1.71029 -2.37134 -0.170 -0.195 -0.080
H -4.02230 -0.16546 1.22764 -0.187 -0.037 0.023
H -1.88321 0.98422 1.61483 -0.028 0.056 0.174
```
Forces are in eV/Å.

Computed properties:
Total charge: +1
SMILES: FC(F)C(F)(F)c1c[nH]c[n+]1-c1ccncc1
HOMO level: -13.4616 eV

=====

C10H8O2 | the ωB97M-V functional and the def2-TZVPD basis

XYZ file:
```
20
Properties=species:S:1:pos:R:3:forces:R:3
C 0.49912 1.83620 0.30264 -2.549 -0.495 0.510
C 0.70429 1.96967 -1.10095 -2.646 -4.622 1.778
C 0.32022 0.94617 -2.09555 0.595 -1.904 0.128
C -0.46851 -0.32900 -1.66678 4.862 6.872 2.053
C -0.48893 -0.54626 -0.18421 1.569 1.080 -2.550
C -0.63097 -1.98990 0.04429 -0.603 2.439 -0.584
C -0.30550 -2.46855 1.26268 0.006 0.900 -0.157
C 0.21297 -1.61749 2.28502 -1.508 1.066 -3.950
C 0.36593 -0.29728 1.99481 0.597 5.676 2.913
C 0.04102 0.51927 0.77408 0.347 -5.169 -0.822
H -0.11743 2.80502 2.59455 1.766 0.078 -5.517
H 0.94226 2.85912 -1.46822 1.398 3.749 -1.386
H 1.00073 1.05240 -3.31923 -2.816 -0.463 3.977
H -0.93415 -0.96979 -3.46088 1.961 -1.472 3.858
H -1.06560 -2.45833 -0.87714 0.600 -0.327 1.633
H -0.55250 -3.44234 1.52114 -0.125 -1.884 0.363
H -0.01375 -1.94530 3.21973 0.708 -0.770 2.956
H 0.69992 0.43267 2.98479 -0.849 -2.127 -2.736
O 0.31433 3.01823 1.14453 -0.288 -2.202 2.930
O -0.49650 -1.32703 -2.50591 -3.023 -0.424 -5.398
```
Forces are in eV/Å.

Computed properties:
Energy above the lowest of the compared OMol25 structures with the same formula, charge and spin: 9.3655 eV
HOMO level: -7.4464 eV

=====

C10H8O3 | the ωB97M-V functional and the def2-TZVPD basis

XYZ file:
```
21
Properties=species:S:1:pos:R:3:forces:R:3
C -0.74709 3.55743 -0.70889 -2.889 2.630 -3.414
C -0.12302 1.34139 -0.81250 -1.721 -3.720 -5.758
C -0.27446 1.10207 0.44482 2.148 -5.462 -2.861
C 0.06344 -0.10546 1.00693 0.085 -5.601 3.672
C 0.02462 -0.44445 2.49328 3.921 -10.074 -8.679
C 0.34623 -1.82302 2.87873 -2.422 3.652 -0.117
C 0.59720 -2.73253 1.87189 2.382 -7.064 11.645
C 0.62448 -2.56156 0.66937 -1.333 5.453 -10.021
C 0.24199 -1.24987 0.19369 0.953 1.318 -0.104
C -0.03579 0.04292 -1.71258 -0.026 9.023 -6.734
H -1.91318 3.43583 -0.24548 3.628 0.664 -0.577
H -0.82013 4.41481 -1.64127 -0.079 -2.038 3.038
H 0.15457 3.88113 -0.12010 -1.248 -0.706 0.030
H -0.42705 1.91784 0.79128 -2.280 9.296 6.624
H -0.24762 0.23744 3.02715 -2.940 7.437 6.653
H 0.03811 -2.27373 3.82971 0.716 0.848 0.020
H 1.02988 -4.02256 2.30833 -1.625 4.128 -1.277
H 0.82644 -3.23844 -0.06402 0.607 -1.957 -1.742
O -0.53767 2.41038 -1.53657 1.454 -0.355 1.700
O 0.24050 -1.03952 -1.22487 0.949 -6.273 4.196
O -0.07117 0.23991 -2.96781 -0.278 -1.199 3.706
```
Forces are in eV/Å.

Computed properties:
Energy above the lowest of the compared OMol25 structures with the same formula, charge and spin: 7.4501 eV
HOMO level: -8.7156 eV

=====

C10H9Br2NORe | the ωB97M-V functional and the def2-TZVPD basis

XYZ file:
```
24
Properties=species:S:1:pos:R:3:forces:R:3
Re -1.36967 0.88146 -1.49713 -2.423 2.169 -3.099
C -3.23805 1.15928 -2.31100 0.558 -0.752 -0.167
H -3.82093 0.21987 -2.14093 0.198 0.596 -0.318
H -3.70327 1.99311 -1.73238 0.304 -0.209 -0.487
H -3.13632 1.39401 -3.39660 -0.466 -0.007 0.578
H -0.61603 1.63801 -2.80812 0.821 -0.045 0.274
H -0.73700 2.44410 -1.77179 -0.561 -0.957 0.310
Br -2.61686 0.28966 3.23147 1.293 -0.382 -0.551
C -0.94415 -0.17501 2.43173 -0.798 0.055 0.964
C 0.12022 -0.68477 3.15366 -0.410 0.032 0.219
C 1.32673 -1.00403 2.52115 1.630 -0.855 1.385
Br 2.74375 -1.71343 3.57829 -1.200 0.563 -0.662
C 1.57109 -0.83291 1.12655 -1.791 0.830 -1.155
C 2.73081 -1.11838 0.38782 0.345 -0.312 0.976
C 2.76369 -0.87000 -0.96249 -0.312 0.231 -0.757
C 1.63291 -0.32835 -1.61864 -0.497 0.018 0.972
N 0.50091 -0.05426 -0.93447 0.964 -0.399 0.263
C 0.45712 -0.29438 0.41514 1.800 -0.754 -0.463
C -0.76796 0.02482 1.05510 -0.627 0.428 0.448
O -1.70901 0.58633 0.32688 1.152 -0.358 1.814
H -0.00620 -0.83445 4.22370 0.208 -0.023 -0.182
H 3.57768 -1.54103 0.95606 -0.325 0.266 -0.697
H 3.64934 -1.08532 -1.55281 -0.113 0.033 0.120
H 1.59119 -0.09432 -2.68120 0.250 -0.167 0.215
```
Forces are in eV/Å.

Computed properties:
Total charge: +2
2S+1: 4
HOMO level (alpha / beta): -16.5304 / -16.9136 eV

=====

Copy entry 1 word for word.
C10H8F4N3 | the ωB97M-V functional and the def2-TZVPD basis

XYZ file:
```
25
Properties=species:S:1:pos:R:3:forces:R:3
F 1.91622 -3.14068 0.77923 -0.014 -0.167 -0.005
C 1.51026 -1.89789 1.05668 0.251 -0.104 0.038
F 0.17127 -1.88629 1.18500 -0.351 0.054 -0.025
C 1.92663 -1.00395 -0.12143 -0.115 0.106 0.165
F 1.53124 -1.55466 -1.27771 -0.156 -0.105 -0.207
F 3.27537 -0.97071 -0.10820 0.306 -0.009 -0.058
C 1.48257 0.43319 -0.03883 0.420 0.241 0.031
C 2.32969 1.48810 0.10627 -0.093 -0.688 -0.085
N 1.55967 2.60720 0.14944 -0.051 0.431 0.148
C 0.27694 2.27648 0.04778 0.235 -0.324 -0.172
N 0.20546 0.95393 -0.08499 -0.314 0.152 0.104
C -1.05263 0.26937 -0.24337 -0.835 -0.386 -0.033
C -1.30858 -0.49681 -1.36616 0.423 0.098 -0.163
C -2.53978 -1.12677 -1.48872 0.030 0.443 0.465
N -3.50306 -1.00892 -0.57459 0.268 0.041 -0.149
C -3.24253 -0.25240 0.48613 -0.027 -0.005 0.210
C -2.04104 0.40707 0.71904 0.315 -0.065 -0.405
H 1.96482 -1.56544 1.98908 0.078 0.088 0.074
H 3.39783 1.48067 0.16844 0.195 0.147 0.043
H 1.92072 3.54388 0.25168 -0.113 0.095 -0.001
H -0.56535 2.93801 0.03895 -0.142 0.166 -0.011
H -0.57062 -0.60187 -2.14486 0.076 -0.032 -0.084
H -2.73960 -1.71029 -2.37134 -0.170 -0.195 -0.080
H -4.02230 -0.16546 1.22764 -0.187 -0.037 0.023
H -1.88321 0.98422 1.61483 -0.028 0.056 0.174
```
Forces are in eV/Å.

Computed properties:
Total charge: +1
SMILES: FC(F)C(F)(F)c1c[nH]c[n+]1-c1ccncc1
HOMO level: -13.4616 eV